Entry 1:
{
  "formula": "C8H24BeNO11",
  "method": "the ωB97M-V functional and the def2-TZVPD basis",
  "species": ["O", "O", "O", "O", "O", "O", "O", "O", "O", "O", "O", "N", "C", "C", "C", "C", "C", "C", "C", "C", "Be", "H", "H", "H", "H", "H", "H", "H", "H", "H", "H", "H", "H", "H", "H", "H", "H", "H", "H", "H", "H", "H", "H", "H", "H"],
  "coordinates": [[16.626898, 0.632688, 8.225672], [14.610613, 1.190138, 10.527047], [13.276200, 3.522110, 6.121775], [11.684119, 6.186208, 8.518201], [10.749287, 3.501675, 3.509994], [10.383580, 3.719227, 10.866623], [16.717330, 5.732380, 9.823648], [14.332668, 4.498130, 7.724137], [11.681302, 5.566240, 4.901507], [17.474204, 4.572563, 7.399858], [14.849189, 4.947531, 5.676813], [14.193422, 4.315502, 6.538832], [10.363986, 5.136864, 5.206861], [17.374227, 6.490379, 8.814047], [14.580721, 1.620498, 9.161546], [10.083824, 3.689203, 4.775438], [11.355393, 4.934586, 9.104086], [15.929940, 1.842247, 8.532696], [18.289769, 5.590195, 8.007947], [10.742088, 5.024732, 10.500854], [13.247160, 3.762911, 3.892767], [13.973143, 0.849334, 8.659737], [12.193367, 4.235675, 9.121941], [18.792306, 6.147508, 7.209792], [11.368635, 5.618621, 11.174473], [10.332526, 4.083108, 2.857025], [17.472463, 0.898603, 7.853972], [9.031699, 3.417287, 4.787885], [9.916189, 5.735589, 10.341881], [19.075925, 5.155170, 8.620664], [13.824258, 2.406392, 9.151647], [10.607365, 3.078202, 5.512343], [10.135882, 5.205861, 6.271712], [16.668963, 7.003406, 8.150376], [10.099038, 3.790110, 11.784293], [12.597717, 6.214505, 8.224582], [11.907362, 6.168836, 5.623727], [10.587106, 4.471610, 8.474228], [16.560639, 2.365743, 9.257938], [15.362868, 0.586964, 10.569203], [15.989458, 5.304935, 9.360338], [17.996348, 7.290202, 9.221988], [9.659886, 5.771187, 4.657209], [15.860122, 2.440847, 7.622197], [16.809388, 5.061510, 6.901734]],
  "forces_ev_per_angstrom": [[-0.7, -0.3, 0.0], [0.9, 0.2, -0.3], [-0.5, -1.0, -2.5], [-0.2, 0.3, -0.2], [1.1, -0.6, -0.3], [0.0, 0.6, 0.5], [0.0, 0.7, -0.4], [-0.1, -0.2, -0.5], [0.5, -0.6, -0.2], [0.4, -0.1, 0.1], [-0.2, -0.5, -1.1], [0.1, 1.1, 0.2], [-1.9, -0.2, -0.3], [0.8, 0.0, 0.1], [-1.8, -1.6, 0.4], [1.9, 0.9, 1.2], [0.0, -1.0, -0.1], [0.5, 0.5, 0.2], [-0.6, 0.2, -0.7], [0.0, 1.9, -1.5], [-1.7, 1.3, 4.7], [0.7, -0.2, -0.6], [0.2, 0.2, 0.0], [0.0, 0.2, 0.1], [0.5, -0.8, 0.3], [0.1, 0.0, -0.1], [0.1, -0.1, 0.1], [0.0, 0.2, -0.4], [-0.6, -0.5, 0.3], [-0.3, -0.4, 0.1], [0.9, 0.8, -0.1], [0.0, -0.5, -0.4], [0.2, 0.2, 0.0], [-0.2, -0.2, -0.1], [-0.1, -0.4, 0.0], [0.2, -0.2, 0.5], [0.4, 0.0, -0.1], [0.0, -0.1, 0.0], [-0.2, 0.5, -0.1], [-0.1, -0.1, 0.3], [0.0, -0.3, 0.2], [-0.2, -0.1, 0.6], [0.1, 0.2, 0.1], [-0.1, 0.1, 0.1], [0.0, -0.1, -0.1]],
  "charge": 1,
  "gap_ev": 2.937,
  "max_force_ev_per_a": 5.15,
  "e_homo_ev": -11.768,
  "energy_ev": -33082.3629
}

Entry 2:
{
  "formula": "C16H14N2O3S3",
  "method": "the ωB97M-V functional and the def2-TZVPD basis",
  "species": ["S", "S", "S", "O", "O", "O", "N", "N", "C", "C", "C", "C", "C", "C", "C", "C", "C", "C", "C", "C", "C", "C", "C", "C", "H", "H", "H", "H", "H", "H", "H", "H", "H", "H", "H", "H", "H", "H"],
  "coordinates": [[4.304824, 0.814948, -0.471371], [1.638906, -3.739704, 0.114872], [-2.975925, -0.969279, -0.319379], [3.542085, -2.218622, 0.787663], [2.824361, 3.824196, -1.053907], [1.857099, 2.677872, 0.597565], [-0.720816, 0.131089, 0.315616], [1.616127, -1.079876, 0.564688], [-2.301407, -3.921150, -0.738588], [-0.463612, -2.220166, -0.054916], [2.949012, -1.159206, 0.825387], [-0.903433, -3.545055, -0.381590], [-3.719106, 2.961064, 0.292906], [2.414106, 2.700018, -0.471305], [-2.427063, 3.365854, 0.624097], [2.789374, 1.480998, -1.261371], [-2.950032, 0.736794, 0.007716], [-1.381065, 2.468916, 0.649957], [-1.636668, 1.136210, 0.335714], [0.117834, -4.434686, -0.327471], [-1.235779, -1.018399, 0.006729], [3.619030, 0.164076, 1.095163], [0.895083, -2.199078, 0.231804], [-3.994786, 1.643586, -0.017239], [2.010573, 0.721122, -1.247495], [4.484970, 0.016376, 1.737942], [-4.993691, 1.323804, -0.270252], [2.641057, 4.595990, -0.494345], [-2.355387, -4.986104, -0.948598], [1.035959, -0.231614, 0.642613], [-4.518329, 3.686628, 0.281060], [3.071783, 1.746108, -2.276844], [-2.982928, -3.691342, 0.079521], [2.944288, 0.910328, 1.512350], [-2.635880, -3.373464, -1.618741], [-2.245733, 4.402200, 0.867076], [0.063070, -5.486362, -0.526277], [-0.377884, 2.765934, 0.909238]],
  "forces_ev_per_angstrom": [[-0.1, 0.0, 0.0], [-0.6, -0.3, -0.2], [0.3, 0.3, 0.1], [0.3, 0.1, 0.1], [0.3, 0.5, -0.5], [-0.1, 0.0, 0.1], [0.6, -0.2, 0.1], [-0.2, 0.1, 0.1], [0.0, 0.0, 0.0], [0.7, -0.4, 0.1], [0.1, 0.4, 0.2], [0.2, -0.2, 0.0], [-0.1, 0.0, 0.0], [-0.2, -0.1, 0.1], [0.0, 0.1, 0.0], [0.4, -0.1, 0.3], [0.4, -0.1, 0.1], [0.0, -0.1, 0.0], [-1.1, 0.3, -0.1], [0.2, 0.3, 0.1], [-0.7, 0.2, -0.1], [0.1, 0.1, -0.4], [-0.1, -0.3, -0.1], [-0.1, 0.0, 0.0], [-0.1, 0.2, -0.1], [-0.1, 0.0, 0.0], [-0.1, 0.0, 0.0], [-0.1, -0.3, 0.1], [-0.1, 0.0, 0.0], [0.3, -0.1, 0.0], [-0.1, 0.1, 0.0], [0.0, -0.1, 0.0], [-0.1, -0.1, 0.0], [0.1, -0.1, 0.1], [-0.1, 0.0, -0.1], [0.0, 0.1, 0.0], [-0.1, -0.3, -0.1], [0.1, 0.0, 0.0]],
  "gap_ev": 8.020,
  "max_force_ev_per_a": 1.12,
  "e_homo_ev": -7.850,
  "energy_ev": -58449.4775,
  "smiles": "Cc1csc(NC(=O)CSCC(=O)O)c1-c1nc2ccccc2s1"
}

Entry 3:
{
  "formula": "C3H9NO3",
  "method": "the ωB97M-V functional and the def2-TZVPD basis",
  "species": ["O", "O", "O", "N", "C", "C", "C", "H", "H", "H", "H", "H", "H", "H", "H", "H"],
  "coordinates": [[-0.228719, -1.161949, 0.382729], [1.072751, -0.975171, 2.285174], [-2.762130, -0.583255, -1.583530], [0.857233, 0.840582, 0.795279], [0.501115, -0.489783, 1.066965], [0.448049, 1.589436, -0.473135], [0.622731, 0.889500, -1.837152], [-0.675554, 1.991889, -0.281128], [-2.109238, -0.964327, -1.004042], [-0.266077, 0.330056, -2.329972], [-2.419028, -1.081415, -2.376977], [0.917154, 2.568906, -0.336246], [1.336790, 1.336280, 1.588770], [0.762788, -1.864244, 2.336624], [1.014643, 1.580444, -2.712329], [1.351312, 0.046419, -1.666707]],
  "forces_ev_per_angstrom": [[0.7, 1.3, 0.1], [-0.6, 3.4, -3.2], [1.1, -1.0, -1.7], [-0.6, 1.2, -1.2], [0.4, -2.9, 2.4], [-1.4, 0.6, 1.6], [0.3, -1.3, -1.9], [1.7, -1.3, -0.2], [0.2, 0.0, 1.3], [1.0, 1.3, 1.5], [-1.2, 0.9, 0.4], [0.5, -0.3, -0.4], [-0.6, -0.3, -0.9], [-0.4, -1.5, 0.3], [-0.6, -1.0, 2.3], [-0.4, 1.0, -0.4]],
  "multiplicity": 2,
  "charge": 1,
  "gap_ev": [11.030, 4.994],
  "s_squared": 0.7626,
  "max_force_ev_per_a": 4.72,
  "e_homo_ev": [-14.643, -14.639],
  "energy_ev": -10879.5331
}